# 1
Computed, not measured: 2 unconnected molecules or ions with the total composition C3H12N4, with ωB97M-V with the def2-TZVPD basis set.

Computed properties:
Total charge ... 0
2S+1 ... 1
SMILES ... [H]/N=C\N.CNCN
LUMO ... 0.934 eV
Relative energy (zero: lowest compared OMol25 entry of this formula, charge and spin) ... 36.6 kcal/mol

Geometry as XYZ:
```
19
Properties=species:S:1:pos:R:3:forces:R:3:nbo_charge:R:1
H 1.458047 2.900765 -0.466937 -0.238 -0.229 0.337 0.3304
N 1.101224 2.322943 -1.226691 1.541 0.334 -0.882 -0.7921
C 1.603642 1.134223 -1.245963 -1.683 0.379 0.943 0.3448
N 2.173317 0.462757 -0.213853 1.067 0.288 0.000 -0.8203
H 1.307161 0.506249 -2.074304 0.247 -0.159 -0.177 0.1761
H 2.287651 0.974678 0.651567 -0.131 -0.085 -0.165 0.3735
H 1.868479 -0.487922 -0.075814 -0.050 -0.079 -0.084 0.4188
C -0.955996 -2.157924 0.477115 -0.032 0.029 0.134 -0.4261
N -0.317602 -0.969904 1.021241 0.030 -0.026 0.370 -0.6469
C -1.046317 0.265283 0.699412 0.279 0.132 -0.014 -0.0559
N -0.979337 0.538244 -0.714169 0.896 2.218 -0.088 -0.9405
H -0.911939 -2.110291 -0.610336 -0.020 -0.092 -0.011 0.1993
H -0.412998 -3.041009 0.813443 -0.019 -0.033 -0.099 0.2004
H -2.008487 -2.266660 0.784330 0.011 0.020 -0.062 0.1609
H -0.257629 -1.054469 2.033538 -0.035 -0.011 -0.141 0.3490
H -0.530782 1.071743 1.233396 -0.184 -0.069 0.020 0.1762
H -2.091589 0.217574 1.077751 0.272 -0.007 -0.134 0.1401
H -1.763835 0.123696 -1.203132 0.152 0.875 -0.264 0.3705
H -0.523011 1.570024 -0.960593 -2.104 -3.484 0.315 0.4417
```
Positions in Å, forces in eV/Å.

# 2
Computed, not measured: 2 unconnected molecules or ions with the total composition C3H12N4, with ωB97M-V with the def2-TZVPD basis set.

Computed properties:
Total charge ... 0
2S+1 ... 1
SMILES ... [H]/N=C/N.CNCN
LUMO ... 0.731 eV
Relative energy (zero: lowest compared OMol25 entry of this formula, charge and spin) ... 34.7 kcal/mol

Geometry as XYZ:
```
19
Properties=species:S:1:pos:R:3:forces:R:3:nbo_charge:R:1
H -0.901418 2.545895 1.759877 0.488 -0.191 0.342 0.3374
N -0.151704 1.980254 2.191115 -2.681 -2.829 0.870 -0.7260
C -0.723753 0.833724 2.601404 1.842 2.654 -1.124 0.2577
N 0.058230 -0.088008 3.222813 0.648 -0.061 0.775 -0.8276
H -1.782160 0.531156 2.496147 0.494 0.308 -0.270 0.1620
H 0.916186 0.230620 3.681656 -0.520 -0.229 -0.702 0.4051
H -0.145959 -1.072754 3.269542 -0.294 0.319 0.097 0.3954
C 0.943492 0.266191 -0.851425 0.068 -0.812 -0.481 -0.4406
N -0.380601 -0.223402 -1.330219 -0.714 0.438 1.542 -0.6577
C -0.443386 -1.390604 -2.228324 0.828 0.758 -0.305 -0.0498
N 0.501677 -1.129121 -3.358458 0.531 0.588 1.319 -0.8213
H 0.885365 0.616997 0.184248 -0.297 0.079 -0.283 0.2292
H 1.633681 -0.599939 -0.825776 0.262 0.502 -0.078 0.1599
H 1.359643 1.104120 -1.464520 -0.347 -0.841 0.324 0.1935
H -0.910761 -0.437327 -0.470659 0.123 0.222 -0.772 0.3465
H -1.470091 -1.430284 -2.654073 0.633 -0.195 0.452 0.1876
H -0.200226 -2.349258 -1.670386 -0.034 0.794 -0.960 0.1528
H 0.330844 -0.131900 -3.630673 -0.094 -1.151 0.128 0.3528
H 1.433573 -1.041245 -2.882061 -0.938 -0.355 -0.874 0.3432
```
Positions in Å, forces in eV/Å.

# 3
Computed, not measured: 2 unconnected molecules or ions with the total composition C3H12N4, with ωB97M-V with the def2-TZVPD basis set.

Computed properties:
Total charge ... 0
2S+1 ... 1
SMILES ... [H]/N=C/N.NCCN
LUMO ... 0.772 eV
Relative energy (zero: lowest compared OMol25 entry of this formula, charge and spin) ... 12.9 kcal/mol

Geometry as XYZ:
```
19
Properties=species:S:1:pos:R:3:forces:R:3:nbo_charge:R:1
H -1.280097 -2.731530 -0.985939 -0.067 0.100 -0.072 0.3409
N -1.604553 -2.142334 -0.225215 0.074 -0.094 0.020 -0.7209
C -0.928206 -2.400356 0.818981 -0.029 0.029 -0.118 0.2738
N -1.212184 -1.826242 2.027192 0.048 0.170 0.102 -0.8145
H -0.105956 -3.118042 0.842834 0.028 -0.008 0.125 0.1463
H -0.478335 -1.742824 2.709106 0.016 -0.099 -0.031 0.3866
H -1.857319 -1.051657 1.998683 -0.044 -0.043 -0.013 0.3891
N 2.363970 0.797723 -1.101128 0.020 -0.035 0.122 -0.8329
C 1.298228 1.298063 -0.232718 -0.013 -0.062 -0.017 -0.2161
C 0.004582 1.428231 -1.015640 0.025 -0.018 0.017 -0.2222
N -1.059405 1.936895 -0.149812 0.121 -0.064 -0.028 -0.8333
H 2.186215 -0.168172 -1.349741 -0.001 -0.005 -0.046 0.3473
H 3.252810 0.813412 -0.615462 -0.026 0.008 -0.047 0.3554
H 1.581941 2.282925 0.136089 0.012 0.043 0.025 0.1931
H 1.118125 0.663387 0.650453 -0.003 0.032 -0.032 0.1468
H 0.167739 2.131356 -1.830991 -0.006 0.075 -0.027 0.1918
H -0.236329 0.459252 -1.473338 -0.015 -0.028 0.016 0.1637
H -1.875898 2.160923 -0.702843 -0.058 -0.021 0.037 0.3592
H -1.335328 1.208990 0.499491 -0.080 0.020 -0.035 0.3458
```
Positions in Å, forces in eV/Å.

# 4
Computed, not measured: a single C3H12N4 molecule, with ωB97M-V with the def2-TZVPD basis set.

Computed properties:
Total charge ... 0
2S+1 ... 1
SMILES ... NCCC(N)(N)N
LUMO ... 0.987 eV
Relative energy (zero: lowest compared OMol25 entry of this formula, charge and spin) ... 0.9 kcal/mol

Geometry as XYZ:
```
19
Properties=species:S:1:pos:R:3:forces:R:3:nbo_charge:R:1
N 2.011019 -1.902535 0.553627 -0.012 0.706 0.113 -0.8424
C 1.402395 -0.545554 0.331852 0.773 -1.732 -0.063 -0.2252
C -0.009463 -0.809023 -0.124809 -0.875 2.183 0.320 -0.4276
C -0.867215 0.548131 -0.168473 0.220 -1.169 -0.395 0.4099
N -0.962571 1.292183 1.079265 0.007 -0.187 0.093 -0.8612
N -0.335865 1.399416 -1.223857 0.212 -0.055 -0.164 -0.8595
N -2.221369 0.142173 -0.477927 -0.257 0.052 0.104 -0.8460
H 2.057615 -2.432650 -0.310837 0.012 0.183 0.063 0.3527
H 2.947120 -1.851209 0.942064 -0.093 0.084 -0.158 0.3558
H 1.435032 -0.036535 1.299127 -0.058 0.023 -0.138 0.1818
H 1.961490 0.038995 -0.414612 -0.088 0.029 0.189 0.1654
H -0.020846 -1.229706 -1.129513 -0.005 -0.090 -0.023 0.2064
H -0.508993 -1.482116 0.570923 0.047 -0.013 -0.048 0.2247
H -0.046281 1.479361 1.468791 -0.084 0.032 0.002 0.3563
H -1.500194 0.760266 1.753407 0.072 -0.052 0.081 0.3696
H -0.874185 2.260608 -1.260263 0.053 -0.058 0.089 0.3624
H 0.625842 1.655452 -1.034242 0.046 0.051 -0.027 0.3505
H -2.836046 0.949162 -0.437925 0.020 -0.004 -0.052 0.3597
H -2.257489 -0.236420 -1.416593 0.007 0.016 0.016 0.3667
```
Positions in Å, forces in eV/Å.

# 5
Computed, not measured: 3 unconnected molecules or ions with the total composition C3H12N4O, with ωB97M-V with the def2-TZVPD basis set.

Computed properties:
Total charge ... 0
2S+1 ... 1
SMILES ... [H]/N=C/C.[H]/N=N/O.CN
LUMO ... 0.829 eV
Relative energy (zero: lowest compared OMol25 entry of this formula, charge and spin) ... 91.0 kcal/mol

Geometry as XYZ:
```
20
Properties=species:S:1:pos:R:3:forces:R:3:nbo_charge:R:1
H 1.993874 -1.072485 1.120923 -0.197 0.332 0.115 0.3405
N 2.100660 -0.671268 0.191939 0.480 -0.912 -0.125 -0.6445
C 1.560518 0.444514 0.010122 -0.327 0.692 0.207 0.1521
C 1.587241 1.108695 -1.317842 0.121 0.111 -0.138 -0.6916
H 1.014915 1.011327 0.782900 0.199 -0.248 -0.080 0.1426
H 2.152518 0.510236 -2.027925 0.036 0.000 -0.040 0.2229
H 2.030658 2.103136 -1.232093 -0.010 0.021 -0.043 0.2169
H 0.560147 1.224855 -1.660361 -0.080 0.065 -0.073 0.2496
H -2.005185 0.925876 1.663131 0.408 0.288 0.128 0.3479
N -1.477438 0.151825 2.071610 1.502 -0.434 1.000 -0.3802
N -0.405732 0.587618 2.510677 -1.213 0.352 -0.405 0.1070
O 0.364432 -0.415979 3.068476 -0.609 -0.349 -0.229 -0.5448
H 1.152600 0.026583 3.413496 -0.222 0.247 -0.146 0.4812
C -1.285341 -1.250789 -0.891220 -0.163 -0.141 0.162 -0.4266
N -1.638890 -0.026433 -1.603263 -0.032 0.045 -0.340 -0.8453
H -0.248018 -1.489768 -1.104251 0.100 -0.099 0.081 0.2029
H -1.908409 -2.116663 -1.154467 0.083 0.042 0.034 0.1644
H -1.388748 -1.066312 0.181053 0.123 -0.243 -0.204 0.2042
H -2.606270 0.202617 -1.416686 -0.069 0.055 -0.149 0.3479
H -1.553532 -0.187586 -2.606218 -0.131 0.176 0.246 0.3528
```
Positions in Å, forces in eV/Å.

# 6
Computed, not measured: a molecular structure, C3H12N6O3Tl, with ωB97M-V with the def2-TZVPD basis set.

Computed properties:
Total charge ... +4
2S+1 ... 2
LUMO (spin up / spin down) ... -17.721 / -18.683 eV
Relative energy (zero: lowest compared OMol25 entry of this formula, charge and spin) ... 0.2 kcal/mol

Geometry as XYZ:
```
25
Properties=species:S:1:pos:R:3:forces:R:3:nbo_charge:R:1
Tl 1.708978 -2.170063 -0.729114 0.291 -0.414 -0.442 0.9910
C 0.477185 1.750553 0.038390 0.631 -3.269 0.207 0.6807
O 0.794228 0.576913 -0.199025 0.098 0.687 0.213 -0.5226
N 0.681612 2.468128 1.106309 1.505 0.006 1.521 -0.6935
N -0.286012 2.398229 -0.822836 -1.616 2.259 -2.086 -0.2389
H 0.536285 3.467206 1.135084 0.152 0.223 0.418 0.4550
H 1.408503 2.044427 1.665060 -0.161 0.645 0.648 0.4207
H -0.469326 3.350035 -0.538988 -0.777 0.841 -0.620 0.4406
H -0.570034 2.106772 -1.747224 0.002 -0.387 -0.381 0.4564
C -1.732895 -1.652106 -3.102909 5.908 0.556 2.471 0.6693
O -0.573832 -1.657818 -2.564169 -3.066 -0.430 -0.901 -0.6207
N -2.436853 -2.742185 -3.296628 -0.257 -4.673 0.108 -0.2591
N -2.316949 -0.669251 -3.639356 -1.567 3.789 -1.128 -0.5975
H -1.914944 -3.579060 -3.079004 -0.043 -1.029 0.322 0.4572
H -3.289285 -2.889272 -3.817997 -0.783 0.169 -0.365 0.4661
H -3.203773 -0.818676 -4.099053 -0.191 0.937 -0.312 0.4507
H -1.851154 0.222782 -3.553261 -0.475 0.280 -0.685 0.4388
C 1.859345 -0.505922 3.052616 -0.661 1.686 1.006 0.6869
O 2.130137 -1.071802 2.001992 0.861 -2.085 -2.415 -0.2615
N 0.880623 -1.015361 3.772093 -1.268 -1.590 0.135 -0.4849
N 2.357891 0.619392 3.427060 0.555 2.513 0.458 -0.7331
H 0.694812 -0.782376 4.737125 0.023 -0.287 0.622 0.4691
H 0.370847 -1.746416 3.296914 -0.429 -0.445 0.467 0.4492
H 2.913737 1.197842 2.813442 0.794 -0.372 0.351 0.4407
H 1.830872 1.098026 4.143479 0.474 0.388 0.388 0.4393
```
Positions in Å, forces in eV/Å.

In hartree/bohr, the F_max values for the records above are, in order, 0.0794 0.0777 0.0040 0.0462 0.0361 0.1250.